Entry 1:
The following is a DFT calculation (the ωB97M-V functional and the def2-TZVPD basis) of a structure of composition CH4BrN2OV in a non-equilibrium geometry.

Summary:
Orbital gap (spin up / spin down) = 5.715 / 5.756 eV
Electronic energy = -101847.12613 eV
Total charge = +1
HOMO (spin up / spin down) = -12.451 / -12.464 eV
⟨S²⟩ = 3.799
Energy relative to the best compared isomer or geometry (same formula, charge and spin) = 342.71 kJ/mol
2S+1 = 4

Cartesian coordinates (Å):
V -3.39691 2.14231 -0.86204
Br -2.34573 0.34235 -0.90108
C 0.67339 -0.81825 0.45236
O 0.66010 -2.01855 0.34895
N 1.81017 -0.18289 0.44530
N -0.37220 -0.08403 0.20459
H 1.77450 0.78695 0.16556
H 2.65764 -0.65646 0.16665
H -0.26452 0.91941 0.24462
H -1.19645 -0.43084 -0.26491

Atomic forces in eV per Å
-1.976 3.217 0.051
-5.647 0.140 -4.278
1.671 -3.785 -2.054
-0.857 -1.894 0.780
3.403 3.175 0.510
-0.671 2.520 1.884
0.428 -0.127 0.179
-0.315 -0.261 0.386
-0.172 -0.204 -0.008
4.136 -2.782 2.551


Entry 2:
The following is a DFT calculation (the ωB97M-V functional and the def2-TZVPD basis) of the molecule CH4BrNO in a non-equilibrium geometry.

Summary:
SMILES string = CONBr
Orbital gap = 9.723 eV
Electronic energy = -74678.32162 eV
HOMO = -9.439 eV
Energy relative to the best compared isomer or geometry (same formula, charge and spin) = 135.17 kJ/mol

Cartesian coordinates (Å):
C 0.60664 -0.85693 -0.15944
O -0.56360 -0.37218 0.52746
N -0.42674 1.00673 0.60464
Br -0.80487 1.91902 -1.04336
H 1.16603 0.08550 -0.61399
H 0.29727 -1.35331 -1.10976
H 1.14101 -1.53373 0.54135
H -1.41574 1.10489 1.25309

Atomic forces in eV per Å
0.404 1.095 -1.592
0.990 -0.331 -1.356
-3.943 0.201 3.849
-0.396 -0.026 -0.354
-0.511 -2.077 1.595
0.027 -0.193 0.961
0.042 0.678 -0.759
3.388 0.654 -2.344


Entry 3:
The following is a DFT calculation (the ωB97M-V functional and the def2-TZVPD basis) of the molecule CH4BrOP in a non-equilibrium geometry.

Summary:
SMILES string = OPCBr
Orbital gap = 9.997 eV
Electronic energy = -82479.82143 eV
HOMO = -9.387 eV
Energy relative to the best compared isomer or geometry (same formula, charge and spin) = 15.84 kJ/mol

Cartesian coordinates (Å):
O -0.38148 1.39068 0.34156
P -1.03653 0.24057 -0.56406
C 0.23538 -0.88279 0.12226
Br 2.12338 -0.34826 -0.09714
H -0.86590 1.67743 1.12774
H -0.41235 0.57822 -1.67286
H -0.01719 -0.82472 1.10557
H 0.35469 -1.83112 -0.36307

Atomic forces in eV per Å
-0.086 2.705 1.339
-0.894 -1.590 1.692
1.174 -0.510 -3.784
-0.239 0.400 0.183
-0.079 -0.081 -0.477
1.139 0.591 -2.316
-0.212 -0.675 2.927
-0.803 -0.841 0.436


Entry 4:
The following is a DFT calculation (the ωB97M-V functional and the def2-TZVPD basis) of a cluster of 2 separate species, CH4BrOP in total in a non-equilibrium geometry.

Summary:
SMILES string = [H]/P=C\O.Br
Orbital gap = 8.435 eV
Electronic energy = -82478.27900 eV
HOMO = -8.392 eV
Energy relative to the best compared isomer or geometry (same formula, charge and spin) = 164.67 kJ/mol

Cartesian coordinates (Å):
H -1.87420 -1.73379 -0.83378
P -0.72808 -1.74697 -0.09654
C -0.63426 -0.06939 0.12700
O -1.47352 0.69662 -0.54580
H 0.27267 0.29511 0.63035
H -1.44636 1.71599 -0.45157
Br 2.64327 -0.21046 0.20007
H 3.24048 1.05290 0.97026

Atomic forces in eV per Å
-1.075 0.120 -0.767
1.308 0.074 1.340
0.821 -1.610 -0.444
-1.120 3.555 -0.307
-0.985 0.480 -0.052
0.490 -2.587 0.236
1.605 2.369 1.444
-1.043 -2.402 -1.451


Entry 5:
The following is a DFT calculation (the ωB97M-V functional and the def2-TZVPD basis) of a structure of composition CH4BrP in a non-equilibrium geometry.

Summary:
Orbital gap = 9.671 eV
Electronic energy = -80432.05650 eV
HOMO = -9.516 eV
Energy relative to the best compared isomer or geometry (same formula, charge and spin) = 118.69 kJ/mol

Cartesian coordinates (Å):
C -0.61055 0.16755 -0.33975
P 0.57468 -1.11839 0.00389
Br 2.40601 0.28381 0.06947
H -0.72132 0.53683 -1.42070
H -0.57130 1.29362 0.50424
H -1.62319 -0.04253 -0.22652
H 0.54567 -1.12089 1.40938

Atomic forces in eV per Å
-0.280 5.473 0.790
1.331 0.313 -0.165
-0.334 -0.567 -0.162
1.248 -0.385 1.416
0.276 -3.488 -2.847
-1.840 -1.343 0.862
-0.401 -0.002 0.106


Entry 6:
The following is a DFT calculation (the ωB97M-V functional and the def2-TZVPD basis) of a structure of composition CH4CaO in a non-equilibrium geometry.

Summary:
Orbital gap = 6.864 eV
Electronic energy = -21586.76065 eV
HOMO = -7.616 eV
Energy relative to the best compared isomer or geometry (same formula, charge and spin) = 0.00 kJ/mol

Cartesian coordinates (Å):
O -1.17179 0.66101 -1.82268
Ca -0.61129 -1.05121 -1.06336
H -0.87423 1.49235 -1.29692
C 0.50695 -0.33586 0.79341
H -0.18168 0.04173 1.56805
H 1.02274 -1.19840 1.24965
H 1.30929 0.39038 0.57184

Atomic forces in eV per Å
0.358 3.350 0.790
-0.023 -1.136 -0.138
-0.907 -2.127 -1.570
0.656 -0.356 0.766
0.331 0.163 -0.188
0.010 0.121 0.136
-0.424 -0.015 0.203


Entry 7:
The following is a DFT calculation (the ωB97M-V functional and the def2-TZVPD basis) of a cluster of 2 separate species, CH4Cl2SSi in total in a non-equilibrium geometry.

Summary:
Orbital gap (spin up / spin down) = 8.084 / 8.086 eV
Electronic energy = -44857.21195 eV
HOMO (spin up / spin down) = -8.877 / -8.879 eV
Energy relative to the best compared isomer or geometry (same formula, charge and spin) = 350.39 kJ/mol

Cartesian coordinates (Å):
C 3.22652 1.14809 1.61314
Si -0.90305 -0.16195 -0.94790
S -1.13263 1.22536 0.72119
Cl 2.27658 1.81843 0.45210
Cl -0.48082 0.82234 -2.57561
H 3.96917 0.35988 1.17241
H -2.09916 -0.87524 -0.98040
H 0.23883 -1.00684 -0.72155
H -2.25184 0.79737 1.34427

Atomic forces in eV per Å
1.458 -1.156 0.858
0.281 0.345 2.693
0.135 0.032 -0.114
-0.061 -0.013 -0.813
0.317 1.233 -1.949
-1.320 1.190 -0.061
-1.460 -0.952 -0.321
0.469 -0.455 0.194
0.182 -0.225 -0.488


Entry 8:
The following is a DFT calculation (the ωB97M-V functional and the def2-TZVPD basis) of a cluster of 2 separate species, CH4ClN2O in total in a non-equilibrium geometry.

Summary:
Orbital gap (spin up / spin down) = 8.628 / 6.599 eV
Electronic energy = -18637.05040 eV
Total charge = +1
HOMO (spin up / spin down) = -15.454 / -14.601 eV
Energy relative to the best compared isomer or geometry (same formula, charge and spin) = 644.61 kJ/mol

Cartesian coordinates (Å):
C -0.10936 -1.12588 1.25900
N 1.06383 1.79664 -1.68109
N -0.20919 -0.38745 0.09312
O -1.16004 0.01771 -0.48586
Cl -0.50994 1.84682 -1.76450
H -1.08727 -1.74260 1.60371
H -0.29194 -0.42693 2.11351
H 0.86163 -1.59357 1.40154
H 1.44227 1.61526 -2.53943

Atomic forces in eV per Å
-3.226 -1.529 3.210
-0.849 0.755 3.890
-0.294 1.646 -2.556
0.796 -1.746 2.205
-0.104 0.684 -0.853
2.080 0.646 -1.545
0.670 0.411 -0.581
-0.184 0.015 -0.339
1.111 -0.881 -3.432


- Among the records above, which one has the lowest electronic energy?
  CH4BrN2OV